<P>
Formula: C6H4O
Source: OMol25
Level of theory: wB97M-V/def2-TZVPD

Summary:
HOMO energy = -8.94 eV
HOMO-LUMO gap = 9.26 eV
total charge = 0

Each line ends with the Löwdin charge.
Cartesian coordinates (Å):
C 3.06820 -0.96175 -0.12225  0.178
C 1.97395 -0.28333 -0.12778  -0.195
C 0.54249 -0.12884 -0.00064  -0.307
C -0.23518 0.92423 0.36804  -0.019
C -1.58825 0.48265 0.23646  -0.058
C -1.51893 -0.80118 -0.19562  -0.109
O -0.23093 -1.19159 -0.34436  0.049
H 2.62047 0.56162 -0.50663  0.114
H 0.11742 1.89023 0.70230  0.117
H -2.48609 1.05170 0.43276  0.106
H -2.26315 -1.54374 -0.44230  0.126


<Q>
Formula: C6H4O
Source: OMol25
Level of theory: wB97M-V/def2-TZVPD

Summary:
HOMO energy (spin up / spin down) = -8.69 / -8.69 eV
HOMO-LUMO gap (spin up / spin down) = 8.25 / 8.25 eV
total charge = 0

Each line ends with the Löwdin charge.
Cartesian coordinates (Å):
C 3.26881 -0.54650 -0.32002  0.009
C 2.05966 -0.51919 0.03245  -0.261
C 0.66407 -0.33708 0.16806  -0.385
C -0.03560 0.85286 0.45448  0.002
C -1.40629 0.60936 0.13133  -0.029
C -1.46677 -0.68935 -0.24472  -0.067
O -0.23841 -1.26566 -0.26755  0.082
H 1.13205 0.56762 -0.58255  0.251
H 0.41925 1.72078 0.91297  0.145
H -2.22840 1.30695 0.19414  0.115
H -2.29042 -1.34321 -0.49523  0.137


<R>
Formula: C6H4O
Source: OMol25
Level of theory: wB97M-V/def2-TZVPD

Summary:
HOMO energy = -8.36 eV
HOMO-LUMO gap = 9.15 eV
SMILES = C=C1C=CC1=C=O
total charge = 0

Each line ends with the Löwdin charge.
Cartesian coordinates (Å):
C 1.83729 -0.41103 0.10711  0.058
C 0.53617 -0.12374 0.23121  -0.271
C -0.50063 -0.51809 1.29425  0.005
C -1.50515 -0.06767 0.49883  -0.006
C -0.59188 0.47332 -0.53451  -0.189
C -0.74778 1.01722 -1.71889  -0.113
O -0.94481 1.71691 -2.60868  0.198
H 2.27957 -0.21507 -0.83411  0.039
H 2.43902 -0.87819 0.97395  0.096
H -0.27232 -1.00549 2.22960  0.098
H -2.52948 0.01184 0.36123  0.086


<S>
Formula: C6H4O
Source: OMol25
Level of theory: wB97M-V/def2-TZVPD

Summary:
HOMO energy = -10.08 eV
HOMO-LUMO gap = 10.07 eV
SMILES = C#CC(=O)C#CC
total charge = 0

Each line ends with the Löwdin charge.
Cartesian coordinates (Å):
C -1.54637 -0.09178 1.34279  0.140
C -0.36270 -0.21372 1.53977  -0.042
C 1.10597 -0.35904 1.63108  -0.445
O 1.69377 -0.62588 2.64489  0.112
C 1.60275 -0.13014 0.27060  0.062
C 0.93615 0.08175 -0.72270  -0.071
C -0.01868 0.29710 -1.78539  -0.070
H -2.60436 -0.00022 1.22730  0.038
H 0.50788 0.37067 -2.73359  0.083
H -0.58986 1.21593 -1.60052  0.096
H -0.72456 -0.54468 -1.81425  0.098


<R> takes first place; second place is 16.7 kcal/mol up.


<P>
Formula: C2H6O2Si
Source: OMol25
Level of theory: wB97M-V/def2-TZVPD

Summary:
HOMO energy (spin up / spin down) = -7.87 / -7.88 eV
HOMO-LUMO gap (spin up / spin down) = 6.81 / 6.83 eV
total charge = 0

Each line ends with the Löwdin charge.
Cartesian coordinates (Å):
C 0.92614 1.58618 0.18742  -0.033
C 0.68790 0.61391 -0.68741  -0.276
O -3.16753 0.04945 0.63346  -0.266
O -1.88861 0.27004 0.24361  -0.420
Si -0.87241 -0.40443 -0.72183  0.801
H 1.84062 2.15689 0.17281  0.062
H 0.20584 1.84923 0.94277  0.061
H 1.43667 0.37871 -1.43328  0.044
H 0.99077 -2.74784 0.85887  0.030
H 0.83784 -2.16825 1.35716  0.025
H -0.99723 -1.58389 -1.55357  -0.029


<Q>
Formula: C2H6O2Si
Source: OMol25
Level of theory: wB97M-V/def2-TZVPD

Summary:
HOMO energy = -9.94 eV
HOMO-LUMO gap = 9.96 eV
SMILES = O=[SiH]O.C=C
total charge = 0

Each line ends with the Löwdin charge.
Cartesian coordinates (Å):
O 2.23613 -1.03262 -0.23017  -0.376
Si 3.34149 -0.02895 -0.45272  0.493
O 4.48090 0.29917 0.68978  -0.215
H 3.38737 1.01502 -1.53961  -0.002
H 4.38438 -0.10806 1.60376  0.100
C -2.31124 -0.70106 0.34003  -0.073
C -1.99902 0.37918 -0.33738  -0.068
H -1.97709 -1.61236 0.02521  0.008
H -2.73646 -0.71031 1.38120  0.072
H -1.45754 0.39685 -1.21163  0.021
H -2.41080 1.28944 0.05227  0.040


<Q> takes first place; second place is 144.9 kcal/mol up.


<P>
Formula: C35H54BaN6O10P2
Source: OMol25
Level of theory: wB97M-V/def2-TZVPD

Summary:
HOMO energy = -6.46 eV
HOMO-LUMO gap = 6.70 eV
total charge = 0

Each line ends with the Löwdin charge.
Cartesian coordinates (Å):
Ba 0.79222 0.07569 -0.03986  2.021
C -3.68662 0.02833 -4.10920  -0.043
N -2.59714 0.41002 -3.23259  -0.127
C -1.89499 1.65519 -3.52650  -0.014
C -2.18459 -0.34488 -2.20646  -0.413
O -1.28628 -0.00041 -1.45614  -0.207
C -2.83605 -1.71840 -1.97877  -0.110
O -1.95731 -2.49846 -1.20676  -0.104
C -2.42521 -3.04832 -0.00372  -0.110
C -2.74308 -2.00536 1.08109  -0.427
O -2.84648 -0.82703 0.79949  0.074
N -2.89173 -2.47604 2.34746  -0.145
C -2.94208 -3.89027 2.65682  -0.059
C -3.19675 -1.53582 3.40988  -0.033
H -4.09294 0.93017 -4.56433  0.092
H -4.49213 -0.45109 -3.55595  0.088
H -3.35230 -0.63898 -4.90849  0.097
H -2.52124 2.51752 -3.28633  0.096
H -1.63374 1.67473 -4.58453  0.095
H -0.98230 1.70223 -2.93513  0.072
H -2.98839 -2.22862 -2.93759  0.131
H -3.80977 -1.57135 -1.50193  0.139
H -1.61662 -3.69704 0.33423  0.122
H -3.31017 -3.68964 -0.15098  0.140
H -2.08504 -4.42732 2.24961  0.081
H -3.85944 -4.36421 2.29261  0.095
H -2.91332 -4.00556 3.73919  0.086
H -3.04812 -0.52894 3.03195  0.090
H -2.52448 -1.70481 4.25356  0.081
H -4.22955 -1.64456 3.75353  0.094
C 4.18607 4.03497 0.67900  -0.060
C 4.38306 4.53071 -0.60383  -0.061
C 4.05070 3.73490 -1.68052  -0.011
C 3.52322 2.45292 -1.46870  -0.258
N 3.31779 1.98948 -0.23165  0.058
C 3.64703 2.76816 0.79891  -0.167
C 3.18358 1.56426 -2.60827  -0.272
C 4.07053 1.53028 -3.69129  -0.079
C 3.80170 0.71797 -4.77719  -0.120
C 2.63576 -0.03648 -4.77288  -0.124
C 1.77287 0.02638 -3.68691  -0.179
C 1.99100 0.81741 -2.54234  -0.202
H 4.41710 4.61803 1.55931  0.102
H 4.77749 5.52713 -0.75758  0.106
H 4.16835 4.09445 -2.69256  0.112
H 3.43907 2.36128 1.78432  0.080
H 4.98045 2.12219 -3.67968  0.099
H 4.48864 0.67279 -5.61411  0.090
H 2.40815 -0.67931 -5.61715  0.088
H 0.87648 -0.59335 -3.73676  0.070
C 6.20824 -2.66319 0.14392  -0.046
C 5.46709 -1.63551 -0.68610  -0.391
C 5.80746 -0.21094 -0.32488  -0.026
O 4.03227 -1.87338 -0.63452  -0.148
P 2.96293 -2.14542 0.47250  0.416
O 1.64322 -2.35681 -0.16499  -0.416
C 2.97817 -0.77217 1.69042  -0.303
P 1.64021 -0.85263 2.93691  0.452
O 0.28008 -0.93818 2.36271  -0.386
O 1.74275 0.34127 3.95805  -0.166
C 2.76905 0.74026 4.90986  -0.409
C 4.16695 0.33187 4.49631  -0.048
C 2.63524 2.23524 5.09219  -0.037
O 2.12611 -2.15303 3.74655  -0.195
C 1.39521 -2.57995 4.92959  -0.431
C 2.39769 -3.30141 5.80842  -0.031
C 0.21935 -3.44312 4.52891  -0.037
O 3.48448 -3.33813 1.38436  -0.198
C 3.36711 -4.73047 0.96823  -0.424
C 4.39826 -5.49068 1.77061  -0.037
C 1.95668 -5.23045 1.21455  -0.031
H 7.27946 -2.49973 0.01763  0.092
H 5.97761 -3.67854 -0.18201  0.079
H 5.97129 -2.57319 1.20563  0.082
H 5.67891 -1.79137 -1.74678  0.153
H 5.63291 -0.00505 0.73367  0.079
H 5.22062 0.48111 -0.91519  0.065
H 6.86577 -0.04068 -0.52851  0.096
H 3.04599 0.21900 1.18600  0.011
H 3.90509 -0.90709 2.25076  0.059
H 2.50802 0.23056 5.84733  0.140
H 4.48437 0.86833 3.59957  0.081
H 4.25248 -0.74276 4.33385  0.069
H 4.84994 0.59900 5.30405  0.095
H 2.88079 2.75709 4.17034  0.068
H 3.30059 2.56683 5.89056  0.089
H 1.61192 2.50207 5.34959  0.091
H 1.03256 -1.67764 5.43838  0.138
H 2.80106 -4.16802 5.28339  0.083
H 1.91478 -3.64496 6.72353  0.089
H 3.22499 -2.64589 6.07845  0.079
H 0.56602 -4.37081 4.07535  0.075
H -0.41634 -2.91973 3.81698  0.055
H -0.36479 -3.69380 5.41715  0.094
H 3.60206 -4.77680 -0.10132  0.146
H 4.19197 -5.38320 2.83626  0.085
H 5.40877 -5.12804 1.57712  0.070
H 4.35438 -6.54960 1.51447  0.090
H 1.74152 -5.20380 2.28154  0.071
H 1.86949 -6.26165 0.86892  0.091
H 1.23110 -4.61735 0.68534  0.068
O 0.89001 2.05312 1.50536  -0.435
N 0.88709 3.06903 2.25932  -0.030
C 0.03673 4.01685 1.89081  -0.310
C -0.03437 5.19651 2.67963  -0.208
N -0.09168 6.15282 3.31855  0.130
C -0.77604 3.84086 0.72663  -0.186
N -1.40004 3.66013 -0.22437  0.172


<Q>
Formula: C35H54BaN6O10P2
Source: OMol25
Level of theory: wB97M-V/def2-TZVPD

Summary:
HOMO energy = -6.11 eV
HOMO-LUMO gap = 6.01 eV
total charge = 0

Each line ends with the Löwdin charge.
Cartesian coordinates (Å):
Ba 0.25860 -0.73014 0.07628  2.000
C -1.56019 4.56899 2.03738  -0.043
N -1.06859 3.20792 1.93702  -0.120
C -0.90726 2.44278 3.17032  -0.004
C -0.55171 2.70582 0.79933  -0.429
O 0.03886 1.64826 0.77760  -0.187
C -0.72323 3.53318 -0.47372  -0.103
O -0.13877 2.89197 -1.58523  -0.098
C -1.00021 2.53787 -2.62817  -0.124
C -1.97555 1.40293 -2.28393  -0.420
O -2.02079 0.92777 -1.16400  0.035
N -2.75792 0.94219 -3.29991  -0.144
C -2.99836 1.71200 -4.50662  -0.057
C -3.73026 -0.09402 -2.97797  -0.023
H -2.13067 4.66252 2.95845  0.090
H -2.22766 4.81858 1.21343  0.084
H -0.74671 5.30057 2.06695  0.096
H -1.79660 2.57752 3.78438  0.093
H -0.02703 2.77630 3.72591  0.090
H -0.80281 1.38872 2.92517  0.074
H -0.21969 4.49636 -0.33593  0.139
H -1.78700 3.73416 -0.63289  0.134
H -0.35836 2.20761 -3.44860  0.133
H -1.56342 3.41045 -2.98829  0.134
H -2.09478 2.21392 -4.84525  0.082
H -3.78490 2.46082 -4.36581  0.100
H -3.31936 1.03880 -5.30056  0.079
H -3.31514 -0.75682 -2.22448  0.092
H -3.94945 -0.66435 -3.88050  0.085
H -4.66079 0.33393 -2.59469  0.101
C 3.01381 2.87863 2.12254  -0.085
C 3.01126 2.39338 3.42367  -0.084
C 2.98539 1.02695 3.62670  -0.016
C 2.96832 0.16301 2.52506  -0.251
N 2.97746 0.63788 1.26961  0.095
C 2.99238 1.95715 1.09091  -0.163
C 2.92933 -1.31253 2.71139  -0.280
C 3.89376 -1.89127 3.54110  -0.075
C 3.91036 -3.26514 3.72795  -0.121
C 2.93395 -4.03389 3.10831  -0.125
C 1.97312 -3.42492 2.30543  -0.185
C 1.92500 -2.04415 2.04734  -0.203
H 3.03348 3.94000 1.91121  0.095
H 3.02564 3.07333 4.26740  0.103
H 2.96167 0.60818 4.62372  0.115
H 2.97969 2.28828 0.05606  0.107
H 4.64461 -1.27219 4.02525  0.100
H 4.66708 -3.72643 4.35129  0.088
H 2.92048 -5.10939 3.25856  0.087
H 1.21520 -4.07488 1.86644  0.068
C -0.61000 -3.87553 -6.00411  -0.039
C -1.50940 -2.82169 -5.38699  -0.407
C -1.43896 -1.49338 -6.12203  -0.041
O -1.26925 -2.62025 -3.96944  -0.157
P 0.07453 -2.51756 -3.14087  0.458
O -0.24114 -2.22366 -1.74621  -0.517
C 1.11360 -1.25125 -3.93169  -0.194
P 2.38626 -0.47850 -2.88136  0.453
O 1.82057 0.11732 -1.67347  -0.446
O 3.07945 0.65769 -3.74610  -0.163
C 4.16291 0.50744 -4.69979  -0.431
C 3.83870 -0.48461 -5.80069  -0.048
C 4.42626 1.89854 -5.23588  -0.038
O 3.42354 -1.65739 -2.72385  -0.181
C 4.65939 -1.49639 -1.92333  -0.406
C 5.74288 -2.23480 -2.67854  -0.036
C 4.43030 -2.03590 -0.53576  -0.028
O 0.90646 -3.84368 -3.33810  -0.185
C 0.73110 -4.92342 -2.33002  -0.401
C 0.69755 -6.22638 -3.09572  -0.037
C 1.86996 -4.82884 -1.34412  -0.032
H -0.89772 -4.01258 -7.04757  0.093
H -0.70628 -4.82894 -5.49017  0.073
H 0.43851 -3.57632 -5.97822  0.079
H -2.53883 -3.18127 -5.40045  0.146
H -0.41034 -1.22034 -6.36197  0.075
H -1.88146 -0.70475 -5.51316  0.056
H -1.99141 -1.56209 -7.05969  0.093
H 0.45550 -0.44203 -4.25719  0.078
H 1.59601 -1.70250 -4.79924  0.061
H 5.03494 0.16178 -4.14049  0.123
H 2.92903 -0.18789 -6.32724  0.089
H 3.72288 -1.49549 -5.41049  0.070
H 4.65706 -0.49889 -6.52153  0.092
H 3.56066 2.25703 -5.79482  0.088
H 5.29011 1.88561 -5.90070  0.088
H 4.62255 2.58973 -4.41802  0.088
H 4.87338 -0.42391 -1.87283  0.141
H 5.50257 -3.29785 -2.71958  0.090
H 6.69389 -2.11864 -2.15796  0.093
H 5.85787 -1.86543 -3.69801  0.068
H 4.21656 -3.10472 -0.56930  0.084
H 3.61421 -1.51963 -0.03336  0.046
H 5.32640 -1.88508 0.06868  0.103
H -0.21793 -4.74857 -1.81916  0.132
H 1.61170 -6.35045 -3.67784  0.090
H -0.16077 -6.27147 -3.76492  0.070
H 0.62077 -7.05545 -2.39168  0.091
H 2.82641 -4.94201 -1.85836  0.089
H 1.77663 -5.61863 -0.59790  0.097
H 1.85535 -3.87639 -0.81521  0.064
O -1.40646 -0.78250 1.86266  -0.444
N -2.26486 -1.14677 2.70622  -0.043
C -2.87057 -2.28862 2.44335  -0.326
C -3.86291 -2.77615 3.34295  -0.209
N -4.66908 -3.19275 4.05078  0.126
C -2.52952 -3.03856 1.27921  -0.197
N -2.23193 -3.63039 0.33544  0.161


<Q> takes first place; second place is 9.1 kcal/mol up.


<P>
Formula: C2H5IO
Source: OMol25
Level of theory: wB97M-V/def2-TZVPD

Summary:
HOMO energy = -9.35 eV
HOMO-LUMO gap = 9.84 eV
SMILES = C=CI.O
total charge = 0

Each line ends with the Löwdin charge.
Cartesian coordinates (Å):
C 0.10784 1.81001 0.17464  -0.157
C 0.25226 0.51784 0.31882  -0.658
I 2.19918 -0.20435 -0.09602  0.790
H 0.93701 2.54133 0.05482  0.054
H -0.90616 2.29002 0.19698  0.077
H -0.48306 -0.15770 0.53274  -0.023
O -0.97830 -2.18603 -0.15443  -0.084
H -0.32351 -1.55564 -0.54394  -0.024
H -0.80526 -3.05550 -0.48361  0.026


<Q>
Formula: C2H5IO
Source: OMol25
Level of theory: wB97M-V/def2-TZVPD

Summary:
HOMO energy = -8.42 eV
HOMO-LUMO gap = 8.64 eV
total charge = 0

Each line ends with the Löwdin charge.
Cartesian coordinates (Å):
C 0.26590 -0.29601 1.53465  -0.098
C 0.09599 3.88648 2.28651  -0.646
O -0.30788 3.61267 1.14639  -0.092
I -0.05546 2.55309 3.93674  0.676
H -0.02914 -1.38332 1.29309  0.045
H 0.37444 -0.05547 0.51185  -0.016
H 1.28130 -0.40773 1.93629  0.023
H -0.53154 0.16248 2.12995  -0.042
H -0.54472 2.67330 0.81514  0.150


<P> takes first place; second place is 48.2 kcal/mol up.